Molecular formula: C5H14
Method: DFT, the ωB97M-V functional and the def2-TZVPD basis

```
19
C5H14, DFT the ωB97M-V functional and the def2-TZVPD basis
H 0.028 -1.103 1.251
H -1.840 2.562 -0.313
C -0.320 -0.029 -1.358
H 0.505 -0.052 -0.603
C -2.001 1.926 -1.204
H 0.590 -0.658 2.896
H -2.441 2.607 -1.941
C 2.082 -1.609 1.630
H -0.162 -0.745 -2.165
H 2.299 -2.643 1.361
H -1.116 -0.394 -0.692
C -0.696 1.372 -1.631
C 0.630 -1.391 2.114
H 2.817 -1.185 2.309
H -2.618 1.077 -0.925
H -0.350 1.662 -2.669
H 2.226 -1.134 0.647
H 0.168 2.050 -1.207
H 0.201 -2.314 2.500
```

As for the expectation value of S²: 0.753. Its total charge is +1. As for the energy: -198.46401 hartree. For the orbital gap (spin up / spin down), the calculation gives 0.4132 / 0.1493 Ha. The value obtained for the energy relative to the best compared isomer or geometry (same formula, charge and spin) is 14.4 kcal/mol. The LUMO energy (spin up / spin down) comes out at -3.46 / -10.64 eV. The spin multiplicity is 2.